ORCA calculation (ωB97M-V/def2-TZVPD) on C45H40KN5O5S2Si as an isolated structure at a distorted geometry.

Properties
E_HOMO: -2.03 eV
Charge: -2
Kohn-Sham gap: 5.948 eV

Structure (XYZ):
```
99
Properties=species:S:1:pos:R:3:forces:R:3:mulliken_charge:R:1
K 0.229917 -0.201100 1.069766 0.061 0.842 -0.775 1.550
O 2.775935 -1.950371 -2.421332 -0.032 -0.079 -0.039 -0.875
C 3.641575 -2.776905 -1.897436 0.106 0.015 -0.006 -0.014
C 4.620378 -3.401303 -2.707180 -0.078 0.031 0.007 -0.525
C 5.544737 -4.277277 -2.181311 0.059 -0.022 -0.120 -0.321
C 5.551482 -4.583230 -0.822156 0.000 -0.022 0.127 -0.732
C 4.605265 -3.988873 -0.004767 -0.020 0.009 -0.056 -0.373
C 3.660420 -3.099068 -0.505975 0.033 0.015 0.051 0.186
C 2.654181 -2.489752 0.401980 0.264 -0.210 -0.155 0.125
O 1.849663 -1.613857 -0.182698 -0.110 -0.193 0.108 -0.067
N 2.593446 -2.796756 1.648160 -0.364 0.122 0.061 -0.884
N 1.446050 -2.269227 2.291927 0.561 -0.004 -0.035 0.142
C 1.691387 -1.722291 3.420394 -0.277 -0.104 0.048 -0.712
C 0.689181 -1.200263 4.360763 -0.049 0.055 -0.053 0.854
C 1.129280 -1.051222 5.676812 0.091 0.006 0.090 -0.659
C 0.306637 -0.660709 6.718861 0.110 -0.038 -0.015 -0.815
C -1.032716 -0.392797 6.419913 -0.121 0.102 0.085 -0.411
C -1.508553 -0.481174 5.136637 -0.009 0.026 -0.043 -0.409
C -0.684837 -0.857413 4.022645 0.264 -0.228 0.137 0.143
O -1.139719 -0.868976 2.848376 -0.588 -0.317 0.617 -0.416
H 2.069950 -1.631444 -1.187291 0.034 -0.054 -0.059 0.362
H 4.608745 -3.160551 -3.763963 0.018 -0.006 0.000 0.381
H 6.276554 -4.732058 -2.842782 -0.001 -0.001 0.022 0.333
H 6.281001 -5.269526 -0.409489 -0.003 -0.002 -0.017 0.366
H 4.567894 -4.199181 1.056835 0.023 -0.013 0.005 0.438
H 2.731878 -1.656919 3.761372 -0.015 -0.126 0.029 0.197
H 2.173999 -1.273778 5.882319 -0.006 -0.007 0.018 0.282
H 0.688861 -0.569129 7.727813 -0.001 0.004 -0.005 0.336
H -1.710150 -0.087078 7.213712 0.017 -0.009 -0.004 0.366
H -2.539102 -0.238497 4.901934 -0.007 -0.008 0.013 0.326
N 1.031858 1.232347 -1.619171 0.221 -0.070 -0.032 0.042
N 1.150186 0.412165 -2.752442 0.108 -0.089 0.064 -0.177
C 0.141344 0.084945 -3.556455 -0.076 0.158 0.071 0.280
N 0.381816 -1.013364 -4.335156 0.171 -0.092 0.082 -0.547
S -1.303732 0.945954 -3.645130 -0.064 0.025 -0.028 -0.381
H 0.059510 1.459998 -1.430239 -0.058 -0.028 -0.039 -0.041
H 1.526411 2.102221 -1.778057 -0.131 0.095 -0.016 0.210
H 1.910486 -0.259344 -2.675042 -0.012 -0.044 0.017 0.252
H 1.021725 -1.689313 -3.921881 -0.015 0.055 -0.054 0.312
H -0.466212 -1.410485 -4.699589 -0.052 -0.008 -0.035 0.258
O -0.038009 2.275204 0.887496 -0.069 0.203 -0.031 0.401
Si -0.439814 3.776094 1.079707 -0.015 -0.172 -0.099 -1.578
C -0.646887 4.263209 2.900259 0.010 0.181 -0.144 0.165
C -0.480421 3.292704 3.883409 0.041 -0.129 0.076 -0.631
C -0.578530 3.606667 5.233748 -0.003 -0.082 0.004 -0.407
C -0.857829 4.906935 5.624957 -0.008 0.014 0.089 -0.465
C -1.039282 5.891385 4.661202 -0.007 0.029 -0.025 -0.679
C -0.930593 5.565436 3.316673 -0.018 0.083 0.015 0.067
C -2.059927 4.281031 0.217737 0.047 -0.006 0.046 0.391
C -2.091605 4.428514 -1.169375 0.058 -0.023 -0.130 -0.096
C -3.276633 4.652796 -1.855192 0.003 -0.007 -0.044 -0.716
C -4.472595 4.746108 -1.157059 -0.043 -0.002 -0.017 -0.379
C -4.467590 4.608611 0.223595 -0.081 0.016 0.024 -0.657
C -3.274493 4.375868 0.895140 -0.052 0.027 0.119 -0.208
C 0.878666 4.928598 0.328314 -0.064 0.013 0.078 0.350
C 0.681247 6.268755 -0.000696 -0.089 0.085 0.002 0.076
C 1.702378 7.048772 -0.526279 -0.018 0.055 -0.016 -0.681
C 2.955865 6.493871 -0.741664 0.053 0.033 -0.022 -0.327
C 3.173634 5.158734 -0.432523 0.050 -0.051 -0.002 -0.704
C 2.144262 4.390033 0.095309 0.073 -0.050 -0.028 -0.455
H -0.271152 2.271290 3.585826 0.003 -0.013 -0.026 0.480
H -0.434716 2.822699 5.967145 -0.024 -0.006 0.054 0.445
H -0.934167 5.154564 6.678453 -0.003 0.000 -0.012 0.353
H -1.261091 6.911705 4.956590 0.004 -0.013 0.011 0.350
H -1.069843 6.348003 2.575527 0.002 -0.014 -0.004 0.210
H -1.169992 4.344686 -1.737187 -0.001 -0.018 0.010 0.366
H -3.265660 4.734656 -2.935877 -0.008 0.011 0.000 0.383
H -5.403606 4.913231 -1.687716 0.005 0.009 0.008 0.353
H -5.396203 4.674800 0.780783 0.001 -0.003 -0.016 0.378
H -3.293250 4.260513 1.974297 0.019 -0.009 -0.004 0.320
H -0.299960 6.713877 0.139298 0.007 -0.006 0.008 0.246
H 1.517461 8.088365 -0.775141 0.010 -0.005 -0.005 0.368
H 3.756131 7.096813 -1.156556 -0.005 -0.005 0.004 0.342
H 4.146230 4.711258 -0.605371 0.000 0.018 -0.008 0.384
H 2.305115 3.341410 0.325538 0.001 0.002 0.024 0.473
O -0.957331 -2.021189 -1.685908 -0.075 0.031 -0.029 -0.604
S -2.125177 -1.323436 -1.078237 0.281 0.020 -0.131 0.822
C -3.538587 -1.646926 -2.129570 -0.089 -0.008 -0.037 -0.134
C -4.525530 -0.680888 -2.224294 0.017 -0.055 -0.023 -0.156
C -5.604633 -0.901105 -3.070760 -0.004 0.088 0.049 -0.690
C -5.669674 -2.062712 -3.822600 -0.063 -0.023 -0.052 -0.385
C -4.657927 -3.012187 -3.737787 0.016 -0.049 -0.011 -0.715
C -3.583242 -2.806844 -2.889736 0.038 0.105 0.103 -0.363
C -2.590664 -2.335641 0.327299 -0.038 0.019 0.006 0.555
C -1.684740 -3.295833 0.735843 -0.055 0.036 0.094 -0.229
C -1.927318 -3.976666 1.922404 0.073 -0.042 -0.043 -0.572
C -3.057631 -3.697499 2.668334 -0.010 -0.026 0.045 -0.463
C -3.955854 -2.725005 2.244635 -0.035 0.029 0.004 -0.665
C -3.718732 -2.027530 1.075295 0.008 -0.035 0.035 -0.675
H -4.427285 0.244104 -1.668770 -0.012 0.012 0.003 0.597
H -6.378247 -0.148582 -3.160203 -0.003 -0.012 -0.003 0.383
H -6.504765 -2.223473 -4.494011 0.005 -0.004 0.003 0.358
H -4.707208 -3.910138 -4.341543 0.004 -0.004 0.002 0.386
H -2.763311 -3.510458 -2.814880 0.002 -0.026 -0.005 0.439
H -0.785167 -3.458169 0.158072 0.025 -0.010 -0.004 0.386
H -1.199082 -4.694034 2.277715 -0.004 -0.003 0.009 0.323
H -3.224435 -4.209803 3.607894 0.002 0.002 0.001 0.354
H -4.820100 -2.484070 2.851281 0.000 0.002 -0.010 0.348
H -4.385143 -1.232070 0.763530 -0.014 0.001 -0.013 0.400
```
Forces are in eV/Å.

***

ORCA calculation (ωB97M-V/def2-TZVPD) on C45H41Br2N3O3SnTe as an isolated structure at a distorted geometry.

Properties
Spin multiplicity: 2
E_HOMO (alpha / beta): -2.61 / -4.18 eV
Charge: -1
⟨S²⟩: 0.79
Kohn-Sham gap (alpha / beta): 4.412 / 5.976 eV

Structure (XYZ):
```
96
Properties=species:S:1:pos:R:3:forces:R:3:mulliken_spin:R:1
Sn 0.888956 -0.792135 0.728401 1.043 -0.331 0.721 0.010
O 4.293780 -1.461336 2.935119 -0.199 -0.017 0.219 -0.012
C 5.187407 -2.026859 2.097670 0.511 -0.176 -0.054 -0.015
C 6.274732 -2.744325 2.586478 -0.104 -0.005 0.154 0.000
C 7.192899 -3.322465 1.728964 0.052 -0.057 -0.065 0.000
C 7.047214 -3.172457 0.363837 0.201 -0.129 -0.110 0.000
C 5.974775 -2.446309 -0.126258 -0.020 0.051 0.112 -0.002
C 5.039248 -1.871557 0.714900 -0.112 0.142 0.023 0.030
C 3.829880 -1.170110 0.134366 0.536 0.015 -0.789 -0.020
O 2.718106 -1.899797 0.343950 -1.487 0.240 0.481 0.012
N 3.769950 0.169254 0.727039 0.998 0.238 0.478 0.088
N 2.553667 0.796312 0.647451 -1.053 -0.355 -0.280 0.234
C 2.549892 2.107209 0.537558 0.156 -0.098 0.155 0.049
C 1.477867 2.966518 0.709216 -0.185 0.097 0.006 0.069
Br -0.169080 2.159700 1.380333 0.139 0.343 -0.040 0.020
C 1.453304 4.339091 0.517953 -0.485 -0.194 0.255 0.291
C 2.352109 5.099722 -0.274092 0.200 0.212 -0.260 -0.085
C 2.485297 6.487272 -0.049410 -0.098 -0.091 0.105 0.120
C 3.325419 7.263127 -0.810353 0.089 0.172 -0.136 -0.069
C 4.062048 6.706714 -1.849464 0.119 0.085 -0.093 0.138
C 3.934681 5.347747 -2.105769 0.188 0.190 -0.120 -0.062
C 3.107885 4.563533 -1.336934 -0.087 -0.173 0.065 0.081
H 4.472648 -1.730762 3.845320 -0.016 -0.004 -0.161 0.000
H 6.393621 -2.855872 3.657129 -0.011 -0.003 0.114 -0.001
H 8.018010 -3.895574 2.128164 0.064 -0.007 0.063 0.000
H 7.758193 -3.619340 -0.316302 0.059 -0.035 -0.039 0.000
H 5.852068 -2.327477 -1.193768 -0.085 0.037 -0.115 0.002
H 4.014743 -1.049731 -0.961739 0.008 -0.118 0.234 0.001
H 4.527830 0.747558 0.364275 -0.172 -0.017 0.019 -0.002
H 3.513356 2.599360 0.391598 -0.042 0.009 -0.013 0.011
H 0.683203 4.891015 1.037885 -0.070 0.085 0.100 0.041
H 1.916992 6.940850 0.750839 -0.070 0.019 0.096 0.003
H 3.413420 8.321784 -0.601497 -0.020 0.059 0.023 -0.004
H 4.711567 7.324036 -2.452744 0.074 0.036 -0.036 0.014
H 4.489415 4.903352 -2.923395 -0.016 -0.038 -0.029 -0.004
H 2.990177 3.520814 -1.584463 -0.001 -0.151 -0.012 0.041
Br 1.135381 -1.064900 7.776724 -0.018 0.036 -0.248 0.000
C 1.056165 -0.952373 5.857356 -0.085 -0.137 0.314 0.000
C 0.164370 -1.751468 5.172393 -0.088 -0.110 0.282 0.001
C 0.137987 -1.677746 3.787333 0.038 0.081 -0.405 0.000
C 0.972423 -0.825993 3.061577 0.070 -0.166 -0.550 0.004
C 1.844875 -0.035767 3.808619 -0.022 0.068 -0.229 -0.005
C 1.899688 -0.087031 5.191227 0.124 0.128 0.149 -0.001
H -0.492786 -2.423437 5.710797 0.019 0.003 -0.007 0.000
H -0.559324 -2.322605 3.259788 -0.040 -0.056 -0.003 0.000
H 2.519271 0.632125 3.292111 0.112 0.103 -0.042 0.007
H 2.590509 0.535865 5.743405 0.023 0.028 0.028 0.000
C -7.561845 -2.044111 2.602127 0.036 -0.024 -0.001 0.000
C -6.439192 -2.142795 1.613231 0.108 0.034 -0.112 0.000
C -5.197966 -1.576498 1.848662 -0.210 -0.065 -0.043 0.000
C -4.188966 -1.598073 0.892167 0.219 -0.081 -0.148 0.002
C -2.833965 -1.077842 1.245416 0.103 0.048 0.022 -0.001
C -4.436883 -2.176393 -0.353098 0.033 0.137 0.149 0.000
Te -3.301888 -1.830347 -2.154878 0.399 0.376 0.028 0.000
N -1.364963 -1.720923 -1.605552 -0.366 -0.553 0.894 0.001
C -0.843762 -1.388095 -2.765168 -0.651 -0.082 -0.570 0.000
O -1.576426 -1.241082 -3.791608 0.267 0.248 -0.373 0.000
C 0.619948 -1.155000 -2.906435 0.268 0.139 -0.067 -0.002
C 1.428545 -2.123398 -3.485173 -0.138 -0.011 0.125 0.000
C 2.755180 -1.843947 -3.762699 0.097 -0.105 -0.029 -0.001
C 3.288783 -0.603960 -3.456133 0.067 -0.018 -0.103 0.007
C 2.494798 0.351935 -2.848866 0.048 0.136 -0.026 -0.003
C 1.165768 0.081560 -2.578436 -0.206 0.068 -0.009 0.009
C -3.618951 0.272102 -2.087236 -0.159 -0.051 -0.017 0.003
C -2.760628 1.060396 -1.339828 0.201 -0.251 -0.002 -0.009
C -2.957243 2.428752 -1.269504 -0.090 0.136 0.007 0.000
C -4.027590 2.999479 -1.936769 0.001 -0.029 0.006 0.000
C -4.878345 2.205751 -2.690267 -0.020 0.057 -0.006 0.001
C -4.682384 0.835239 -2.786548 0.076 -0.094 0.035 0.000
C -5.572310 -0.022093 -3.631756 -0.042 0.027 -0.031 0.000
C -5.651498 -2.847667 -0.563801 0.131 -0.054 -0.146 0.000
C -5.883551 -3.664755 -1.802846 -0.121 -0.030 -0.055 0.000
C -6.628517 -2.819732 0.413270 -0.006 0.099 0.138 0.000
H -7.236174 -1.545726 3.511072 -0.035 0.030 0.093 0.000
H -7.943727 -3.031073 2.860636 -0.018 -0.055 0.056 0.000
H -8.389710 -1.479354 2.171558 -0.031 0.049 0.044 0.000
H -4.996531 -1.097416 2.795625 0.027 0.055 0.169 0.000
H -2.543917 -1.431324 2.233397 0.015 -0.033 0.080 -0.001
H -2.806783 0.009051 1.283555 -0.004 0.162 -0.035 0.001
H -2.095051 -1.426620 0.528171 0.128 0.135 0.065 -0.001
H 1.014814 -3.097653 -3.704382 -0.029 -0.044 -0.100 0.000
H 3.376933 -2.598501 -4.223408 0.040 -0.074 -0.012 0.000
H 4.322143 -0.383869 -3.690187 0.045 -0.010 0.035 0.000
H 2.911085 1.315774 -2.589023 -0.019 0.055 0.032 0.014
H 0.544801 0.848562 -2.131310 -0.040 -0.011 0.044 -0.009
H -1.922819 0.608245 -0.828641 0.133 -0.034 0.059 0.006
H -2.278800 3.037426 -0.690072 0.078 0.009 0.049 -0.001
H -4.197219 4.065206 -1.876412 -0.006 0.066 -0.013 0.000
H -5.707978 2.656510 -3.218153 -0.052 0.030 -0.071 0.000
H -6.258936 0.585723 -4.215796 -0.063 -0.005 -0.055 0.000
H -6.159626 -0.690173 -2.999904 -0.098 -0.109 -0.044 0.000
H -4.967236 -0.622830 -4.315254 -0.136 -0.021 -0.050 0.000
H -5.916853 -3.046970 -2.698925 -0.030 -0.077 -0.133 0.000
H -6.823122 -4.207127 -1.731433 -0.063 -0.035 -0.002 0.000
H -5.078996 -4.391101 -1.916212 -0.021 -0.058 -0.159 0.000
H -7.566283 -3.330792 0.243237 -0.105 -0.086 -0.075 0.000
```
Forces are in eV/Å.